ORCA calculation (ωB97M-V with the def2-TZVPD basis set) on a molecular structure, C7H9Cl2NO4PrY at a distorted geometry.

Results
Expectation value of S²   2.00
Total charge   +4
M   471.87 g/mol
ΔE to the lowest compared entry with this formula, charge and spin   1.1990 eV
Lowest unoccupied orbital energy (alpha / beta)   -18.06 / -17.54 eV
2S+1   3
F_max   0.189 hartree/bohr

Each line ends with the natural charge from an NBO analysis.
Geometry (Å):
Pr1 -1.5720 -0.3331 -5.5712  2.269
Y1 0.6973 0.7101 -1.2194  1.996
Cl1 -0.4516 -1.0871 -3.2470  -0.523
Cl2 -0.6158 2.7108 -1.7181  -0.550
C1 2.5282 2.1735 -0.6284  0.396
C2 0.5023 -1.0839 -6.3485  0.330
C3 0.1609 1.2218 -5.2585  0.368
O1 3.3630 2.9100 -0.3280  -0.217
O2 1.6185 -1.3543 -6.5487  -0.136
O3 1.1859 1.7090 -4.9803  -0.204
C4 -1.1937 -0.6716 3.7036  -0.442
N1 -0.3241 -0.9101 2.5425  -0.258
C5 0.5031 -2.1155 2.5127  -0.431
C6 -0.2551 -0.0954 1.5230  0.675
C7 -0.9983 1.1970 1.3894  -0.733
O4 0.5402 -0.4416 0.5394  -0.866
H1 -1.0917 -1.5218 4.3795  0.267
H2 -2.2471 -0.5825 3.4036  0.244
H3 -0.9159 0.2442 4.2379  0.253
H4 0.2564 -2.7515 1.6538  0.235
H5 1.5712 -1.8677 2.4610  0.246
H6 0.3054 -2.6652 3.4350  0.261
H7 -0.2818 2.0344 1.2937  0.260
H8 -1.6633 1.1763 0.5038  0.252
H9 -1.6217 1.3940 2.2691  0.310

Forces on the atoms, in the same order (eV/Å):
Pr -4.714 -1.354 1.386
Y -0.879 -0.774 0.541
Cl -0.395 0.605 -1.230
Cl 0.308 -0.672 -0.346
C 4.894 4.119 1.703
C 9.099 -2.586 -2.146
C 7.942 4.647 1.986
O -3.814 -3.321 -1.352
O -6.316 1.387 0.986
O -5.809 -2.466 -1.651
C -0.564 0.242 0.511
N -0.037 1.063 -1.132
C 0.393 -0.808 0.298
C -0.100 -0.947 1.297
C -0.236 -0.047 0.379
O -0.035 0.905 -1.179
H -0.067 0.242 -0.109
H 0.335 -0.164 -0.016
H 0.139 -0.245 -0.127
H -0.066 0.221 0.230
H -0.328 0.054 0.081
H 0.165 0.029 -0.277
H -0.240 -0.231 0.095
H 0.204 -0.021 0.392
H 0.124 0.120 -0.320

ORCA calculation (ωB97M-V with the def2-TZVPD basis set) on a single C5H5N2P molecule at a distorted geometry.

Results
Expectation value of S²   2.01
M   124.08 g/mol
ΔE to the lowest compared entry with this formula, charge and spin   1.4772 eV
Lowest unoccupied orbital energy (alpha / beta)   0.84 / -1.81 eV
2S+1   3
F_max   0.110 hartree/bohr

Each line ends with the natural charge from an NBO analysis.
Geometry (Å):
C1 -1.0458 1.5139 0.1297  -0.037
C2 0.1597 1.1993 0.5552  -0.044
C3 -0.5013 -0.6080 -0.6200  -0.172
C4 1.7779 -0.4778 0.0714  0.138
C5 2.9148 -0.8358 0.0612  -0.235
N1 -1.5533 0.4440 -0.6563  -0.589
N2 0.5148 -0.0913 0.1805  -0.368
P1 -2.1478 -0.9433 0.3253  0.354
H1 -1.7088 2.3556 0.1792  0.249
H2 1.0555 1.5732 1.2361  0.251
H3 -0.2666 -1.3193 -1.3568  0.245
H4 3.8439 -1.2101 0.4357  0.246
H5 -3.0429 -1.6002 -0.5410  -0.037

Forces on the atoms, in the same order (eV/Å):
C -1.984 -1.237 -1.929
C 4.650 0.524 3.194
C -1.225 1.592 0.436
C 0.037 -0.163 0.461
C 1.105 -0.296 0.608
N 1.971 0.845 -1.285
N -0.438 0.180 -1.203
P -2.215 -1.694 3.115
H 0.276 0.297 0.592
H -2.655 0.235 -1.526
H 0.134 -0.457 -1.223
H -0.009 -0.007 -0.524
H 0.353 0.182 -0.715

ORCA calculation (ωB97M-V with the def2-TZVPD basis set) on a molecular structure, C7H7BrN2O3S at a distorted geometry.

Results
M   279.11 g/mol
Lowest unoccupied orbital energy   0.31 eV
2S+1   1
F_max   0.064 hartree/bohr

Each line ends with the natural charge from an NBO analysis.
Geometry (Å):
C1 2.7889 0.5649 0.2998  -0.207
C2 2.2722 -0.6820 0.6907  -0.192
C3 1.9430 1.5011 -0.2253  -0.194
C4 0.9070 -0.9642 0.5584  -0.207
C5 0.5889 1.2223 -0.3406  -0.208
C6 0.1052 0.0476 0.1164  -0.250
C7 -4.7608 -1.7841 0.5873  0.900
N1 -5.5638 -1.6521 1.4352  -0.727
N2 -2.4265 0.8721 -0.9735  -1.026
O1 -4.1237 -2.0527 -0.3619  -0.588
O2 -1.5557 -1.4695 -1.1502  -0.854
O3 -2.2353 -0.4109 1.3026  -0.905
S1 -1.7061 -0.1769 -0.0765  2.105
Br1 -3.9228 1.6861 -0.3434  0.228
H1 3.8192 0.7062 0.0582  0.221
H2 3.1994 -1.3985 0.9891  0.233
H3 2.3472 2.4895 -0.5110  0.223
H4 0.4248 -1.8561 0.9547  0.244
H5 -0.1592 1.9320 -0.8009  0.256
H6 -2.4883 -1.8138 -1.1643  0.521
H7 -5.4065 -1.3263 2.3553  0.427

Forces on the atoms, in the same order (eV/Å):
C -0.880 -1.053 -1.001
C 2.887 -1.188 0.133
C -0.300 1.565 -0.167
C 0.904 -0.807 1.765
C -0.858 2.473 -0.785
C -1.835 -0.112 -1.085
C 1.489 -0.920 -2.375
N -1.487 0.302 1.342
N 1.613 -1.033 0.178
O -0.190 0.226 0.234
O -0.917 1.006 2.251
O 0.917 -0.350 -2.830
S -0.406 -0.536 0.748
Br -0.541 0.386 0.526
H 0.786 0.002 0.867
H -3.072 1.079 -0.461
H -0.377 -0.719 -0.119
H 0.447 -0.106 -0.308
H 1.126 -0.646 0.593
H 0.687 0.099 -0.260
H 0.010 0.330 0.755

ORCA calculation (ωB97M-V with the def2-TZVPD basis set) on a single C5H9NS molecule at a distorted geometry.

Results
M   115.20 g/mol
ΔE to the lowest compared entry with this formula, charge and spin   0.8571 eV
Lowest unoccupied orbital energy   0.94 eV
2S+1   1
F_max   0.073 hartree/bohr
SMILES   CC1=NS[C@@H](C)C1

Each line ends with the natural charge from an NBO analysis.
Geometry (Å):
C1 -2.2517 -0.4701 -0.5685  -0.600
C2 -1.2843 0.1757 0.4742  -0.369
C3 0.1084 -0.4669 0.6629  -0.479
C4 1.1790 0.5234 0.1047  0.272
C5 2.6063 0.1893 -0.2546  -0.647
H1 -2.5560 -1.4211 -0.2324  0.204
H2 -3.0629 0.1640 -0.6924  0.215
H3 -1.6363 -0.6308 -1.4815  0.203
H4 -1.8258 0.2079 1.3825  0.212
H5 -0.0457 -1.3200 -0.0665  0.221
H6 0.2349 -0.7705 1.6798  0.232
H7 2.8909 -0.5314 0.4698  0.213
H8 3.2033 1.0803 -0.1854  0.239
H9 2.7231 -0.2622 -1.2603  0.230
N1 0.6996 1.6471 -0.1186  -0.551
S1 -0.9829 1.8854 0.0864  0.407

Forces on the atoms, in the same order (eV/Å):
C 3.748 -0.098 0.037
C -0.772 -0.216 -0.290
C -0.885 -0.732 -2.738
C -1.341 -1.572 0.240
C -1.059 -0.165 -0.164
H -0.542 -1.217 0.493
H -1.534 1.063 -0.627
H -0.810 0.318 0.167
H -0.397 -0.238 1.232
H 1.133 0.158 1.211
H 0.483 -0.419 0.479
H 0.900 -0.757 0.590
H 0.290 0.290 -0.003
H -0.326 0.275 0.507
N -0.295 2.819 -0.997
S 1.405 0.492 -0.139

Results for E_tot: -57198.6974 -17526.7268 -97369.3882 -17655.3365 (in eV, following the order of the records).